The following is a DFT calculation (ωB97M-V/def2-TZVPD) of a structure of composition C26H18IrN2O6S3.

Its frontier orbital gap (alpha / beta) is 7.85 / 6.32 eV. The HOMO energy (alpha / beta) is -8.528 / -8.470 eV. The value obtained for the electronic energy is -2861.4339 Eh.

```
! RIJCOSX wB97M-V def2-TZVPD def2/J DEFGRID3
* xyz 0 2
Ir 0.076 -0.393 0.191
S 1.134 2.424 0.300
C -0.533 2.590 0.066
C -1.251 3.792 0.062
C -2.597 3.748 -0.184
C -3.199 2.510 -0.416
C -2.433 1.375 -0.372
N -1.101 1.389 -0.134
H -0.725 4.720 0.245
H -3.183 4.659 -0.199
H -4.256 2.423 -0.624
H -2.902 0.426 -0.553
O 3.995 0.869 -0.772
S 2.884 -0.032 -0.703
O 1.854 0.188 -1.701
O 2.174 -0.084 0.647
C 3.548 -1.686 -0.852
C 4.927 -1.757 -0.969
C 5.582 -2.982 -0.982
C 4.855 -4.149 -0.861
C 3.473 -4.091 -0.737
C 2.809 -2.874 -0.734
S 1.036 -2.987 -0.569
O 0.689 -4.361 -0.758
O 0.443 -2.094 -1.568
O 0.688 -2.343 0.756
H 5.484 -0.834 -1.044
H 6.660 -3.012 -1.075
H 5.353 -5.110 -0.863
H 2.892 -4.998 -0.655
C 0.098 0.419 4.401
C -0.989 -0.339 4.826
C -1.751 -1.016 3.893
C -1.417 -0.917 2.544
C -0.335 -0.148 2.107
C 0.434 0.515 3.060
C -2.144 -1.599 1.473
C -3.218 -2.495 1.703
C -3.843 -3.062 0.646
C -3.466 -2.718 -0.671
C -4.142 -3.247 -1.798
C -3.797 -2.851 -3.052
C -2.762 -1.905 -3.227
C -2.079 -1.397 -2.162
C -2.413 -1.810 -0.854
N -1.744 -1.298 0.250
H 0.703 0.937 5.137
H -1.230 -0.409 5.880
H -2.594 -1.614 4.219
H 1.295 1.092 2.755
H -3.505 -2.723 2.717
H -4.649 -3.772 0.795
H -4.935 -3.966 -1.631
H -4.311 -3.251 -3.916
H -2.494 -1.587 -4.226
H -1.277 -0.689 -2.314
*
```

List of natural (NBO) charges in e, atom by atom:
1 Ir 1.12
2 S 0.30
3 C 0.01
4 C -0.27
5 C -0.13
6 C -0.28
7 C 0.07
8 N -0.46
9 H 0.24
10 H 0.23
11 H 0.23
12 H 0.22
13 O -0.94
14 S 2.39
15 O -0.97
16 O -0.96
17 C -0.23
18 C -0.20
19 C -0.20
20 C -0.20
21 C -0.17
22 C -0.36
23 S 2.40
24 O -0.93
25 O -1.00
26 O -0.92
27 H 0.25
28 H 0.22
29 H 0.22
30 H 0.25
31 C -0.17
32 C -0.23
33 C -0.18
34 C -0.10
35 C -0.05
36 C -0.26
37 C 0.26
38 C -0.25
39 C -0.09
40 C -0.12
41 C -0.17
42 C -0.20
43 C -0.18
44 C -0.20
45 C 0.24
46 N -0.44
47 H 0.22
48 H 0.22
49 H 0.21
50 H 0.24
51 H 0.23
52 H 0.22
53 H 0.22
54 H 0.22
55 H 0.22
56 H 0.25